# 1
The following is a quantum chemistry calculation of the ion C4H11N2S with charge +1 in a non-equilibrium geometry, from the Open Molecules 2025 dataset.

The calculation puts the HOMO energy at -0.4545 Ha. The largest force on an atom comes out at 0.105 hartree/bohr. Its multiplicity is 1. The HOMO-LUMO gap is 0.3297 Ha. As for the charge: +1. The value obtained for the energy relative to the best compared isomer or geometry (same formula, charge and spin) is 373.8 kJ/mol.

Each line ends with the Mulliken charge.
Geometry (Å):
C 0.1170 1.0445 0.7900  -0.70
C -0.3433 0.9895 -0.7082  -0.62
C -1.5003 -0.8977 -0.0124  -0.49
C 1.5852 -0.9312 0.4399  -0.93
N 1.4439 0.4468 0.8298  -0.22
N -1.0642 -0.1705 -1.0704  0.08
S -2.7763 -1.9364 -0.3397  -0.22
H 0.0597 2.0323 1.3313  0.44
H -0.5792 0.2227 1.1315  0.69
H -0.9849 1.8878 -0.9051  0.37
H 0.6682 1.1955 -1.3779  0.27
H 2.0947 1.1152 0.3358  0.37
H 1.6358 -0.9681 -0.6557  0.36
H 2.3673 -1.4120 1.0423  0.37
H 0.6480 -1.4128 0.4618  0.44
H 1.6960 0.4394 1.9186  0.43
H -1.4463 -0.2367 -1.9425  0.22
H -3.6213 -1.4084 -1.2692  0.13

# 2
The following is a quantum chemistry calculation of a cluster of 3 separate species, C18H32BrN4O10S2 in total in a non-equilibrium geometry, from the Open Molecules 2025 dataset.

The calculation puts the HOMO energy at -0.0826 Ha. The largest force on an atom comes out at 0.021 hartree/bohr. Its multiplicity is 1. The HOMO-LUMO gap is 0.0718 Ha. As for the charge: -1.

Each line ends with the Mulliken charge.
Geometry (Å):
C -5.9020 -3.4296 -0.1323  -1.04
C -4.7806 -4.0514 0.7110  -0.35
C -4.1469 -3.0931 1.7224  -0.48
O -2.7125 -3.1084 1.6735  -0.43
C -2.1127 -2.2812 0.8226  -0.29
C -0.7131 -2.1376 0.9345  -0.51
C -0.0580 -1.2704 0.0663  2.08
C 1.4300 -1.0829 0.1007  -0.60
N 2.1076 -2.0624 0.9042  -0.37
C 3.4605 -1.6612 1.3564  -0.89
C -0.8583 -0.5904 -0.8760  -0.23
C -0.3012 0.3883 -1.8695  -1.06
C 0.1147 -0.3175 -3.1365  0.63
O 0.4260 -1.4409 -3.2125  -0.39
Br 0.1226 0.7828 -4.7420  -0.17
N -2.1834 -0.8364 -0.9145  0.88
C -3.0800 -0.1652 -1.8370  -0.99
C -3.5312 1.2197 -1.3704  0.41
O -4.5272 1.6813 -1.8376  -0.57
N -2.7338 1.8361 -0.3696  0.37
C -3.4488 1.8601 0.9134  -1.02
C -2.2324 3.1602 -0.7987  -1.15
N -2.8421 -1.6725 -0.0827  -0.83
H -6.2710 -2.4968 0.2911  0.30
H -6.7518 -4.1111 -0.1876  0.32
H -5.5878 -3.2714 -1.1630  0.23
H -5.1732 -4.9101 1.2551  0.42
H -3.9866 -4.4429 0.0759  0.31
H -4.5211 -2.0767 1.6094  0.24
H -4.3698 -3.4120 2.7386  0.34
H -0.1970 -2.7150 1.6850  0.59
H 1.6781 -0.0475 0.3933  0.31
H 1.7762 -1.1927 -0.9363  0.43
H 1.5746 -2.2592 1.7382  0.18
H 3.8228 -0.8247 0.7653  0.16
H 4.1487 -2.5008 1.2756  0.39
H 3.4440 -1.4091 2.4152  0.34
H 0.5946 0.8453 -1.4404  -0.04
H -0.9898 1.1950 -2.0937  0.31
H -2.6570 -0.1292 -2.8400  0.37
H -3.9845 -0.7667 -1.8853  0.36
H -4.1286 1.0129 0.9850  0.28
H -2.7330 1.7691 1.7312  0.33
H -4.0085 2.7876 1.0529  0.37
H -1.1439 3.1850 -0.7360  0.39
H -2.6531 3.9481 -0.1768  0.32
H -2.5036 3.3520 -1.8367  0.38
O 2.9578 2.3865 0.6759  -0.57
S 3.0067 3.7065 0.1371  1.23
O 1.9154 4.1568 -0.6827  -0.60
O 4.3715 3.9071 -0.6451  -0.32
C 4.7515 2.9096 -1.6299  -0.21
C 3.8483 2.9537 -2.8399  -0.63
C 3.3033 4.8790 1.4097  -1.11
H 4.7533 1.9204 -1.1701  0.22
H 5.7810 3.1538 -1.8790  0.27
H 2.8424 2.6385 -2.5660  -0.02
H 4.2148 2.2807 -3.6155  0.40
H 3.7838 3.9628 -3.2467  0.26
H 4.1395 4.5330 2.0109  0.34
H 2.3956 4.9251 2.0070  0.37
H 3.5106 5.8435 0.9547  0.36
O 4.0815 -3.1071 3.7976  -0.68
S 5.5322 -3.4873 3.6783  1.26
O 6.3387 -2.6674 4.6037  -0.74
O 5.9377 -3.2249 2.2659  -0.74
O 5.6588 -4.9272 3.9930  -0.72

# 3
The following is a quantum chemistry calculation of a structure of composition C6H4 in a non-equilibrium geometry, from the Open Molecules 2025 dataset.

The calculation puts the HOMO energy at -0.3187 Ha. The largest force on an atom comes out at 0.113 hartree/bohr. Its multiplicity is 1. The HOMO-LUMO gap is 0.3124 Ha. The value obtained for the energy relative to the best compared isomer or geometry (same formula, charge and spin) is 499.8 kJ/mol.

Each line ends with the Mulliken charge.
Geometry (Å):
C -1.0775 3.0512 -0.5022  -0.14
C -0.8129 1.8967 -0.3623  -0.45
C 0.7558 -1.9234 0.3418  -0.05
C 1.3895 -0.7624 0.3295  -0.91
C -0.6261 -1.2430 0.0052  -0.67
C 0.0371 -0.1137 0.0023  0.58
H -1.4232 4.0336 -0.6462  0.37
H 0.9988 -2.9537 0.5093  0.44
H 2.3812 -0.3893 0.4664  0.41
H -1.6227 -1.5962 -0.1437  0.43